Record 1
ORCA calculation (wB97M-V/def2-TZVPD) on a 2-piece molecular cluster, C6H16N2 overall.

Results
- Energy above the lowest of the compared OMol25 structures with the same formula, charge and spin: 107.9 kcal per mole
- LUMO energy: -9.69 eV
- HOMO energy: -20.54 eV
- Gap between HOMO and LUMO: 0.39864 Ha
- Total charge: +2

Positions of all 24 atoms, in Å:
C (-0.607, -0.022, -0.449)
C (-1.409, -2.104, -1.180)
C (0.443, -2.074, 0.356)
C (1.513, 1.110, -0.572)
C (-0.489, 2.303, 0.140)
C (0.587, 0.643, 1.662)
N (-0.592, -1.332, -0.350)
N (0.205, 0.925, 0.219)
H (-2.021, 0.137, -1.541)
H (-2.229, -1.463, -1.541)
H (-1.801, -2.844, -0.537)
H (-0.843, -2.149, -2.076)
H (0.673, -1.618, 1.255)
H (1.380, -2.030, -0.280)
H (0.100, -2.995, 0.570)
H (2.189, 0.296, -0.657)
H (1.226, 1.311, -1.634)
H (1.915, 1.959, -0.097)
H (-1.136, 2.254, 1.032)
H (0.167, 3.113, 0.387)
H (-0.989, 2.443, -0.786)
H (1.663, 0.635, 1.741)
H (0.266, 1.372, 2.366)
H (0.227, -0.241, 2.051)

Here are the Löwdin charges for atoms 1 to 2, given in e:
1 C 0.05
2 C 0.02

***

Record 2
ORCA calculation (wB97M-V/def2-TZVPD) on C25H66AgF3N6O9S as an isolated structure.

Results
- LUMO energy (alpha / beta): -1.71 / -4.93 eV
- HOMO energy (alpha / beta): -11.80 / -11.86 eV
- Gap between HOMO and LUMO (alpha / beta): 0.37061 / 0.25468 Ha
- 2S+1: 2
- Total charge: +1

Positions of all 111 atoms, in Å:
Ag (-0.615, -0.752, -0.050)
C (-0.758, -4.858, -2.021)
F (-0.985, -3.937, -2.986)
F (-1.780, -5.787, -1.878)
F (0.357, -5.543, -2.350)
S (-0.611, -4.006, -0.294)
O (-0.785, -4.967, 0.743)
O (0.689, -3.345, -0.280)
O (-1.645, -2.955, -0.326)
C (-3.473, -2.592, 4.898)
C (-3.773, -2.894, 3.408)
C (-4.440, -1.710, 2.696)
O (-5.747, -1.459, 3.171)
C (-6.469, -0.431, 2.430)
N (-2.432, -3.141, 2.748)
H (-2.963, -1.647, 4.907)
H (-2.820, -3.371, 5.320)
H (-4.363, -2.483, 5.484)
H (-4.458, -3.706, 3.223)
H (-4.514, -1.956, 1.627)
H (-3.778, -0.805, 2.862)
H (-6.253, -0.392, 1.387)
H (-6.211, 0.555, 2.845)
H (-7.543, -0.619, 2.459)
H (-1.873, -3.836, 3.212)
H (-2.442, -3.522, 1.810)
C (0.397, -1.288, 4.275)
C (0.577, -0.782, 2.817)
C (1.753, -1.524, 2.068)
O (2.001, -0.916, 0.832)
C (2.991, -1.633, 0.063)
N (-0.635, -0.896, 2.028)
H (0.942, -2.266, 4.401)
H (-0.630, -1.517, 4.552)
H (0.935, -0.620, 4.996)
H (0.903, 0.284, 2.880)
H (1.499, -2.559, 2.004)
H (2.629, -1.390, 2.686)
H (2.592, -2.568, -0.238)
H (3.764, -1.871, 0.740)
H (3.384, -1.087, -0.805)
H (-1.096, -1.783, 2.170)
H (-1.286, -0.186, 2.376)
C (5.311, 1.632, 0.080)
C (3.939, 2.003, 0.383)
C (3.803, 2.025, 1.929)
O (2.558, 2.489, 2.417)
C (2.588, 3.814, 2.895)
N (3.404, 3.200, -0.332)
H (5.434, 1.516, -1.029)
H (5.571, 0.755, 0.691)
H (6.080, 2.413, 0.406)
H (3.334, 1.167, 0.151)
H (4.605, 2.714, 2.382)
H (3.982, 1.033, 2.321)
H (3.353, 3.783, 3.695)
H (1.653, 4.138, 3.337)
H (2.915, 4.505, 2.119)
H (2.520, 3.456, 0.108)
H (4.088, 3.925, -0.136)
C (-1.157, 3.310, -0.978)
C (-0.461, 2.829, 0.324)
C (-1.410, 2.774, 1.493)
O (-2.301, 1.642, 1.353)
C (-3.453, 1.803, 2.124)
N (0.188, 1.478, 0.196)
H (-1.968, 2.699, -1.357)
H (-0.461, 3.517, -1.757)
H (-1.555, 4.333, -0.737)
H (0.303, 3.547, 0.650)
H (-2.001, 3.662, 1.550)
H (-0.818, 2.713, 2.398)
H (-4.053, 0.920, 1.915)
H (-4.050, 2.702, 1.926)
H (-3.159, 1.770, 3.177)
H (0.949, 1.418, 0.866)
H (0.583, 1.470, -0.733)
C (-1.159, -0.707, -4.541)
C (-1.370, -0.272, -3.088)
C (-2.834, -0.630, -2.743)
O (-2.969, -0.261, -1.397)
C (-4.049, -0.851, -0.679)
N (-0.385, -0.959, -2.234)
H (-1.656, -0.006, -5.221)
H (-1.580, -1.658, -4.857)
H (-0.084, -0.713, -4.851)
H (-1.255, 0.756, -2.843)
H (-2.974, -1.750, -2.858)
H (-3.596, -0.141, -3.344)
H (-4.976, -0.475, -1.149)
H (-3.917, -0.514, 0.380)
H (-3.907, -1.931, -0.760)
H (0.511, -0.485, -2.329)
H (-0.282, -1.932, -2.449)
C (2.750, -0.879, -3.956)
C (3.129, 0.393, -3.218)
C (4.042, 1.263, -4.075)
O (3.415, 1.520, -5.308)
C (3.818, 2.721, -5.946)
N (1.938, 1.133, -2.723)
H (1.980, -0.621, -4.671)
H (2.291, -1.644, -3.337)
H (3.651, -1.258, -4.472)
H (3.611, 0.041, -2.319)
H (4.987, 0.773, -4.235)
H (4.189, 2.235, -3.555)
H (2.984, 2.956, -6.594)
H (4.771, 2.650, -6.401)
H (3.877, 3.435, -5.099)
H (2.287, 2.020, -2.322)
H (1.410, 1.399, -3.526)

Here are the Löwdin charges for atoms 1 to 2, given in e:
1 Ag 1.12
2 C -0.54

***

Record 3
ORCA calculation (wB97M-V/def2-TZVPD) on a 4-piece molecular cluster, C3H14O3S2 overall.

Results
- Energy above the lowest of the compared OMol25 structures with the same formula, charge and spin: 33.3 kcal per mole
- LUMO energy: 0.23 eV
- SMILES: CCCSS.O.O.O
- HOMO energy: -9.16 eV
- Gap between HOMO and LUMO: 0.34519 Ha

Positions of all 22 atoms, in Å:
C (3.945, 0.744, -2.748)
C (2.551, 0.998, -2.321)
C (2.080, -0.271, -1.699)
S (0.615, 0.100, -0.658)
S (-0.655, -1.389, -0.356)
H (4.520, 0.628, -1.728)
H (4.150, -0.239, -3.248)
H (4.454, 1.556, -3.212)
H (1.963, 1.292, -3.183)
H (2.535, 1.902, -1.639)
H (2.786, -0.826, -1.016)
H (1.880, -1.028, -2.481)
H (-0.383, -2.057, 0.826)
O (-3.214, 1.491, 2.494)
H (-2.639, 0.818, 2.935)
H (-3.369, 1.151, 1.620)
O (-1.657, 1.203, 5.835)
H (-0.853, 1.402, 6.491)
H (-2.282, 1.886, 5.903)
O (-5.860, -3.160, -0.708)
H (-5.489, -3.001, 0.148)
H (-5.078, -3.200, -1.255)

Here are the Löwdin charges for atoms 1 to 2, given in e:
1 C -0.15
2 C -0.39

***

Record 4
ORCA calculation (wB97M-V/def2-TZVPD) on C8H7O6Sc as an isolated structure.

Results
- Energy above the lowest of the compared OMol25 structures with the same formula, charge and spin: 90.2 kcal per mole
- LUMO energy (alpha / beta): -9.92 / -9.89 eV
- HOMO energy (alpha / beta): -14.83 / -14.85 eV
- Gap between HOMO and LUMO (alpha / beta): 0.18062 / 0.18218 Ha
- Total charge: +2

Positions of all 22 atoms, in Å:
O (3.089, -0.417, -2.121)
C (2.990, 0.318, -1.204)
Sc (-0.345, 0.683, 1.261)
O (-0.012, -1.343, -1.413)
C (-0.569, -0.589, -0.664)
C (2.223, 0.600, 0.052)
O (1.143, 1.290, -0.032)
C (-1.051, 0.883, -1.149)
O (-1.154, 1.240, -2.274)
C (0.117, -1.539, 1.573)
O (0.264, -2.678, 1.762)
H (2.465, 0.113, 1.068)
C (-3.874, -1.167, 1.599)
C (-3.512, 0.153, 1.070)
C (-4.500, 0.927, 0.282)
O (-2.355, 0.609, 1.292)
H (-4.950, -1.195, 1.749)
H (-3.383, -1.394, 2.550)
H (-3.635, -1.951, 0.871)
H (-4.413, 2.020, 0.416)
H (-4.411, 0.680, -0.796)
H (-5.494, 0.597, 0.613)

Here are the Löwdin charges for atoms 1 to 2, given in e:
1 O 0.24
2 C 0.08

***

Record 5
ORCA calculation (wB97M-V/def2-TZVPD) on a 14-piece molecular cluster, C17H62N10O14 overall.

Results
- Energy above the lowest of the compared OMol25 structures with the same formula, charge and spin: 60.3 kcal per mole
- LUMO energy: -0.29 eV
- HOMO energy: -8.17 eV
- Gap between HOMO and LUMO: 0.28961 Ha

Positions of all 103 atoms, in Å:
C (11.573, -2.228, 9.094)
C (12.835, -2.345, 9.963)
O (13.895, -2.598, 9.179)
H (11.463, -3.086, 8.396)
H (11.427, -1.270, 8.616)
H (10.741, -2.338, 9.751)
H (12.559, -3.205, 10.584)
H (12.954, -1.541, 10.657)
H (14.666, -2.490, 9.703)
C (14.295, 0.689, 9.417)
C (15.341, 1.099, 10.421)
O (15.361, 0.133, 11.369)
H (14.269, 1.317, 8.528)
H (13.263, 0.687, 9.868)
H (14.474, -0.233, 8.908)
H (15.001, 2.018, 10.859)
H (16.369, 1.314, 9.972)
H (15.746, -0.615, 10.919)
C (10.623, -5.504, 9.795)
C (9.461, -6.398, 10.440)
O (9.926, -6.782, 11.710)
H (10.433, -5.287, 8.719)
H (11.595, -5.725, 10.029)
H (10.487, -4.452, 10.083)
H (9.275, -7.347, 9.906)
H (8.518, -5.898, 10.475)
H (9.315, -7.499, 11.937)
C (16.733, -2.705, 10.582)
O (16.600, -1.652, 9.650)
N (16.380, -3.942, 10.416)
N (16.945, -2.465, 11.851)
H (16.307, -4.239, 9.414)
H (15.919, -4.517, 11.129)
H (17.350, -1.527, 11.834)
H (17.335, -3.224, 12.429)
C (7.432, -0.313, 8.526)
O (8.344, -1.329, 8.665)
N (7.196, 0.285, 7.379)
N (6.682, 0.138, 9.457)
H (7.804, 0.160, 6.561)
H (6.448, 1.015, 7.424)
H (6.745, -0.386, 10.344)
H (5.792, 0.483, 9.219)
C (16.093, -3.229, 6.809)
O (16.428, -4.074, 7.792)
N (15.099, -2.472, 6.869)
N (16.663, -3.228, 5.635)
H (14.564, -2.589, 7.803)
H (14.583, -2.101, 6.068)
H (17.682, -3.524, 5.661)
H (16.692, -2.284, 5.237)
C (12.036, -1.379, 14.385)
O (12.228, -1.874, 13.087)
N (12.643, -0.366, 14.816)
N (11.318, -2.012, 15.295)
H (13.342, 0.091, 14.135)
H (12.266, 0.001, 15.702)
H (10.774, -2.843, 14.986)
H (11.122, -1.667, 16.284)
C (14.422, -4.428, 12.869)
O (15.519, -5.231, 12.509)
N (13.269, -4.833, 13.153)
N (14.467, -3.135, 12.802)
H (13.057, -5.856, 13.008)
H (12.527, -4.096, 13.208)
H (15.364, -2.709, 12.535)
H (13.562, -2.551, 12.943)
C (6.612, -3.891, 8.413)
O (7.115, -3.674, 9.774)
H (6.020, -4.781, 8.463)
H (7.383, -4.024, 7.745)
H (6.002, -3.045, 8.013)
H (7.995, -3.349, 9.874)
C (10.800, 0.733, 6.580)
O (11.716, 1.187, 7.478)
H (9.789, 0.890, 6.663)
H (10.850, -0.335, 6.776)
H (11.051, 0.826, 5.573)
H (11.529, 0.814, 8.352)
C (9.989, -0.116, 11.186)
O (10.347, 0.622, 9.936)
H (9.331, 0.499, 11.758)
H (10.880, -0.503, 11.637)
H (9.486, -1.082, 10.997)
H (9.750, 1.369, 9.903)
C (14.132, -6.540, 10.045)
O (15.279, -6.646, 9.284)
H (13.233, -7.022, 9.639)
H (13.892, -5.467, 10.264)
H (14.432, -6.936, 11.003)
H (15.995, -6.592, 9.928)
C (9.674, -3.159, 5.977)
O (10.123, -3.303, 4.602)
H (10.153, -3.827, 6.696)
H (8.693, -3.517, 5.918)
H (9.683, -2.145, 6.441)
H (10.101, -4.282, 4.406)
C (13.053, -5.297, 7.043)
O (14.307, -5.993, 6.883)
H (12.287, -6.024, 7.274)
H (12.562, -4.737, 6.164)
H (13.007, -4.631, 7.927)
H (14.677, -6.431, 7.695)

Here are the Löwdin charges for atoms 1 to 2, given in e:
1 C -0.04
2 C -0.32

***

Record 6
ORCA calculation (wB97M-V/def2-TZVPD) on a 6-piece molecular cluster, C32H59BBrF5N2O11 overall.

Results
- LUMO energy: 0.40 eV
- SMILES: CC[C@@H](Br)[C@]1(B(O)O)C(=O)N[C@](CC(=O)N(C)C)(OC[C@H](C)O)[C@H]1C(F)(F)c1cccc(C(F)(F)F)c1.CCO.CCO.CCO.CCO.CCO
- HOMO energy: -8.51 eV
- Gap between HOMO and LUMO: 0.32757 Ha

Positions of all 111 atoms, in Å:
C (3.660, 1.382, 2.985)
C (2.402, 1.183, 3.895)
C (1.619, -0.063, 3.390)
Br (1.248, -1.267, 4.931)
C (0.214, 0.276, 2.740)
B (-0.725, 0.493, 4.021)
O (-1.852, -0.302, 4.268)
O (-0.514, 1.506, 4.921)
C (-0.046, -1.044, 1.948)
O (-0.779, -1.973, 2.181)
N (0.755, -0.912, 0.781)
C (0.496, 0.423, 0.204)
C (-0.688, 0.117, -0.745)
C (-0.372, -1.187, -1.515)
O (0.356, -1.108, -2.494)
N (-0.874, -2.411, -1.060)
C (-2.352, -2.474, -1.069)
C (-0.246, -3.549, -1.715)
O (1.763, 0.756, -0.312)
C (1.754, 1.654, -1.418)
C (2.833, 2.738, -1.137)
C (3.003, 3.706, -2.333)
O (4.052, 2.185, -0.675)
C (0.224, 1.269, 1.549)
C (-0.717, 2.472, 1.501)
F (-0.192, 3.274, 0.484)
F (-0.607, 3.263, 2.604)
C (-2.168, 2.226, 1.124)
C (-2.602, 2.556, -0.162)
C (-3.897, 2.341, -0.563)
C (-4.848, 1.801, 0.299)
C (-4.435, 1.497, 1.580)
C (-5.390, 0.890, 2.604)
F (-6.635, 0.766, 2.154)
F (-5.347, 1.641, 3.730)
F (-4.914, -0.321, 2.977)
C (-3.128, 1.720, 1.978)
H (4.363, 2.013, 3.539)
H (4.114, 0.403, 2.780)
H (3.324, 1.855, 2.054)
H (2.691, 0.998, 4.936)
H (1.781, 2.089, 3.890)
H (2.262, -0.649, 2.731)
H (-1.565, -1.210, 4.433)
H (-0.981, 1.293, 5.738)
H (1.733, -1.191, 0.822)
H (-1.620, -0.045, -0.187)
H (-0.894, 0.880, -1.504)
H (-2.726, -2.207, -2.071)
H (-2.653, -3.489, -0.752)
H (-2.732, -1.801, -0.285)
H (-0.510, -4.469, -1.183)
H (-0.535, -3.638, -2.778)
H (0.847, -3.456, -1.673)
H (0.815, 2.199, -1.560)
H (2.089, 1.134, -2.332)
H (2.416, 3.334, -0.308)
H (2.358, 4.581, -2.184)
H (4.042, 4.041, -2.352)
H (2.773, 3.227, -3.296)
H (4.397, 1.597, -1.359)
H (1.204, 1.774, 1.651)
H (-1.942, 2.959, -0.927)
H (-4.204, 2.583, -1.592)
H (-5.866, 1.618, -0.036)
H (-2.890, 1.474, 3.013)
C (-4.364, 3.610, -5.389)
C (-3.238, 3.956, -4.433)
O (-3.073, 2.932, -3.451)
H (-5.300, 3.477, -4.845)
H (-4.499, 4.394, -6.135)
H (-4.156, 2.669, -5.906)
H (-3.457, 4.882, -3.904)
H (-2.296, 4.081, -4.975)
H (-2.866, 2.114, -3.916)
C (-1.862, -4.574, 3.860)
C (-1.359, -5.665, 2.935)
O (-1.848, -5.456, 1.607)
H (-2.953, -4.554, 3.874)
H (-1.501, -4.722, 4.880)
H (-1.525, -3.598, 3.504)
H (-1.704, -6.644, 3.265)
H (-0.264, -5.676, 2.912)
H (-1.530, -4.590, 1.319)
C (6.432, 6.934, -3.970)
C (5.262, 6.295, -4.694)
O (4.257, 5.881, -3.771)
H (6.866, 6.235, -3.254)
H (7.207, 7.244, -4.674)
H (6.104, 7.810, -3.405)
H (5.588, 5.410, -5.240)
H (4.820, 6.998, -5.408)
H (3.960, 6.663, -3.295)
C (5.316, -3.554, 0.753)
C (4.640, -2.353, 1.383)
O (3.245, -2.339, 1.074)
H (5.185, -3.541, -0.330)
H (6.384, -3.564, 0.978)
H (4.874, -4.484, 1.119)
H (5.068, -1.427, 1.000)
H (4.762, -2.366, 2.471)
H (2.858, -3.151, 1.420)
C (-3.767, -7.623, -1.155)
C (-2.670, -6.644, -1.528)
O (-2.610, -5.570, -0.593)
H (-4.733, -7.117, -1.124)
H (-3.822, -8.442, -1.874)
H (-3.590, -8.041, -0.162)
H (-2.859, -6.212, -2.510)
H (-1.696, -7.146, -1.553)
H (-2.431, -5.948, 0.280)

Here are the Löwdin charges for atoms 1 to 2, given in e:
1 C -0.06
2 C -0.24

***

no.,E (eV)
1,-9438.184
2,-77341.625
3,-31150.025
4,-41372.149
5,-62194.270
6,-143951.284